1.
A structure of composition C38H59CaN9O4S3Si. Source: the OMol25 dataset; level of theory: ωB97M-V/def2-TZVPD.

XYZ file:
```
115
Properties=species:S:1:pos:R:3:forces:R:3
Ca -0.62698 1.00621 0.85211 0.6 0.2 0.0
C -2.06935 2.44821 -5.36682 -0.1 0.0 0.0
C -0.82624 3.09412 -4.77662 0.1 0.0 0.0
N -0.01600 2.18957 -3.96699 0.0 0.0 0.0
C -0.35372 1.99714 -2.63973 0.0 -0.1 0.0
S 1.02026 1.56251 -1.57815 0.1 -0.1 -0.2
N -1.55969 2.15534 -2.25229 0.1 0.0 0.1
N -1.80338 2.05600 -0.90364 -0.2 0.0 -0.1
C -3.07006 2.29852 -0.56572 -0.1 0.1 0.1
C -4.13153 2.36853 -1.62754 0.1 0.0 -0.1
C -3.41006 2.45594 0.79442 0.1 0.1 0.2
C -4.72781 2.71241 1.31790 -0.1 -0.2 -0.1
C -4.97682 2.63526 2.63795 0.0 0.0 -0.1
C -3.90851 2.10774 3.55322 0.0 0.0 0.1
C -2.59963 2.56055 2.97860 0.1 0.0 0.0
N -2.36625 2.58746 1.71407 0.0 -0.1 -0.1
H -2.60320 3.17300 -5.98400 0.0 0.0 0.0
H -2.73877 2.10872 -4.57697 0.0 0.0 0.0
H -1.81163 1.59575 -5.99537 0.0 0.0 0.0
H -1.11874 3.95121 -4.16110 0.0 0.0 0.0
H -0.18732 3.46282 -5.58097 0.0 0.0 0.0
H 0.97345 2.17741 -4.14732 0.0 0.0 0.0
H -4.12045 1.45593 -2.22558 0.0 0.0 0.0
H -3.91245 3.18761 -2.31356 0.0 0.0 0.0
H -5.12409 2.50483 -1.21337 0.0 0.0 0.0
H -5.51625 3.04837 0.65669 0.0 0.0 0.0
H -5.92535 2.96127 3.04706 0.0 0.0 0.0
H -4.01703 2.49918 4.56862 0.0 0.0 0.0
H -1.77566 2.80198 3.64679 0.0 0.0 0.0
C 2.28484 5.78521 1.51042 0.0 0.0 0.0
N 2.97541 4.54742 1.81781 0.0 0.0 -0.1
C 4.34333 4.33060 1.74122 0.0 0.0 0.0
C 4.56466 3.04693 2.08536 0.0 0.0 0.0
N 3.33025 2.49226 2.35434 0.0 0.1 0.1
C 2.34956 3.40771 2.19063 0.1 -0.2 0.1
S 0.69762 3.19249 2.43606 -0.2 0.2 -0.2
H 3.01443 6.59096 1.49118 0.0 0.0 0.0
H 1.53738 5.97776 2.27602 0.0 0.0 0.0
H 1.78360 5.71150 0.54613 0.0 0.0 0.0
H 5.02607 5.11044 1.45727 0.0 0.0 0.0
H 5.47819 2.48827 2.17109 0.0 0.0 0.0
H 3.13249 1.57170 2.73406 0.0 -0.1 0.0
C 2.67054 -2.47689 5.35978 0.0 0.0 0.0
C 1.96833 -1.79546 4.22094 0.0 0.0 0.0
C 0.64449 -1.93807 4.03047 0.0 0.1 0.2
C -0.09737 -1.27938 2.90151 0.3 0.0 0.0
N 0.77572 -0.52665 1.97360 -0.4 -0.3 0.1
C 2.07884 -0.48559 2.22397 0.1 0.1 -0.4
C 2.75555 -1.02592 3.28494 -0.1 0.1 0.1
H 1.98007 -3.06446 5.96440 0.0 0.0 0.0
H 3.15098 -1.73792 6.00604 0.0 0.0 0.0
H 3.45949 -3.13635 4.98921 0.0 0.0 0.0
H 0.08067 -2.58615 4.69566 0.0 0.0 0.0
H -0.63680 -2.04841 2.32364 0.0 0.0 0.0
H 2.65358 0.00249 1.42828 0.0 0.1 0.1
H 3.83172 -0.95414 3.36492 0.0 -0.1 0.0
N -4.93138 0.50044 6.35317 0.0 0.0 0.0
C -3.75850 -0.14476 6.20788 0.0 0.1 -0.2
S -3.09749 -0.98686 7.46126 0.0 0.0 0.1
C -3.14722 -0.03941 4.85298 0.0 0.0 0.1
C -3.95152 0.51393 3.69963 -0.1 0.0 -0.1
C -3.43349 -0.05201 2.41901 0.0 0.1 -0.1
N -2.21540 -0.31102 2.19356 0.2 -0.1 0.2
C -1.24271 -0.29761 3.31557 -0.1 0.0 0.1
C -1.88977 -0.43612 4.64895 -0.1 -0.1 -0.1
H -5.37359 0.48330 7.25654 0.0 0.0 0.0
H -5.31663 1.08697 5.63543 0.0 0.0 0.0
H -5.01057 0.25578 3.78985 0.0 0.0 0.0
H -4.12607 -0.12713 1.58358 0.0 0.0 0.0
H -0.73973 0.68343 3.35639 0.0 0.0 0.0
H -1.30439 -0.82460 5.47293 0.0 0.0 0.0
C -1.89932 -1.20778 -3.25552 -0.1 0.0 0.0
C -0.72758 -1.78451 -4.03322 0.1 0.0 0.0
C -0.78312 -3.30463 -4.03049 0.0 -0.1 0.0
C -0.69109 -1.25504 -5.45740 0.0 0.0 0.0
O 0.52205 -1.35129 -3.44880 -0.1 0.1 0.0
Si 1.09689 -1.38815 -1.93314 0.1 0.0 -0.1
O 0.64210 0.01194 -1.10094 -0.4 0.1 0.0
O 0.44765 -2.56261 -1.05856 -0.1 0.0 0.1
C 0.92498 -3.76755 -0.41123 0.0 0.0 -0.1
C -0.30636 -4.39545 0.22060 0.0 0.0 0.0
C 1.95732 -3.41349 0.64310 0.0 0.0 0.1
C 1.52279 -4.68436 -1.46840 0.1 -0.1 0.0
O 2.71385 -1.41665 -1.99356 0.0 0.2 0.0
C 3.68407 -1.27965 -3.04924 0.0 -0.1 0.0
C 5.02362 -1.15313 -2.34080 0.0 0.0 0.0
C 3.40572 -0.04006 -3.88737 0.0 0.0 -0.1
C 3.64423 -2.53215 -3.91282 0.0 0.0 -0.1
H -2.83923 -1.56517 -3.68231 0.0 0.0 0.0
H -1.89906 -0.12078 -3.29165 0.0 0.1 0.0
H -1.86577 -1.53134 -2.21152 0.0 0.0 0.0
H -1.66059 -3.64444 -4.58367 0.0 0.0 0.0
H -0.84892 -3.68806 -3.01321 0.0 0.0 0.0
H 0.10636 -3.71860 -4.50954 0.0 0.0 0.0
H -1.61181 -1.50605 -5.98722 0.0 0.0 0.0
H 0.15146 -1.69120 -5.99710 0.0 0.0 0.0
H -0.57197 -0.17260 -5.43939 0.0 0.0 0.0
H -0.75157 -3.70586 0.93752 0.0 0.0 0.0
H -0.03504 -5.31241 0.74609 0.0 0.0 0.0
H -1.04848 -4.63821 -0.54222 0.0 0.0 0.0
H 1.52486 -2.77310 1.40842 0.0 0.0 0.0
H 2.80852 -2.89614 0.19683 0.0 0.0 0.0
H 2.32256 -4.32467 1.12109 0.0 0.0 0.0
H 0.78539 -4.95070 -2.22517 0.0 0.0 0.0
H 1.87919 -5.60384 -1.00071 0.0 0.0 0.0
H 2.37290 -4.20272 -1.95565 -0.1 0.0 0.0
H 5.03189 -0.26280 -1.71057 0.0 0.0 0.0
H 5.83605 -1.07625 -3.06526 0.0 0.0 0.0
H 5.19880 -2.02465 -1.70936 0.0 0.0 0.0
H 3.41213 0.85087 -3.25923 0.0 0.0 0.0
H 2.43780 -0.12107 -4.38674 0.0 0.0 0.0
H 4.18156 0.06816 -4.64748 0.0 0.0 0.0
H 3.88033 -3.41527 -3.31712 0.0 0.0 0.0
H 4.37739 -2.46027 -4.71824 0.0 0.0 0.0
H 2.65547 -2.65659 -4.35622 0.0 0.0 0.0
```
Forces are in eV/Å.

LUMO level (Ha): 0.0038
E_HOMO (Eh): -0.2138
HOMO-LUMO gap (eV): 5.919

***

2.
A structure of composition C38H59N2O7Rb. Source: the OMol25 dataset; level of theory: ωB97M-V/def2-TZVPD.

XYZ file:
```
107
Properties=species:S:1:pos:R:3:forces:R:3
Rb -0.41970 -1.84155 -1.55303 -0.1 -0.3 -0.7
C 4.09309 -2.94738 -2.75689 0.0 0.0 -0.1
N 4.05527 -3.45302 -1.40232 0.0 0.0 0.0
C 2.75543 -4.02497 -1.09832 -0.1 0.0 0.0
C 4.50561 -2.48619 -0.40961 0.1 0.0 0.0
C 4.09924 -1.01344 -0.53590 0.0 0.0 0.0
N 2.71931 -0.58848 -0.30772 0.0 0.0 0.0
C 2.69992 0.82319 -0.75682 0.1 0.0 0.0
C 1.52132 1.71895 -0.50329 0.0 0.0 0.0
C 1.69232 2.85419 0.26522 0.0 0.0 0.0
C 0.69575 3.81781 0.40150 0.0 0.0 0.0
C -0.50469 3.54587 -0.25751 0.0 0.0 0.0
C -0.75152 2.42251 -1.03297 0.0 0.1 0.0
C 0.32177 1.48848 -1.25146 0.0 0.1 0.1
O 0.26738 0.50544 -2.05492 0.2 0.6 -0.3
C -2.14174 2.31627 -1.68749 0.0 0.0 0.0
C -2.26466 3.39579 -2.77491 0.0 0.0 0.0
C -3.23786 2.54416 -0.63248 0.0 0.0 0.0
C -2.45661 0.96254 -2.33220 0.1 0.0 0.0
C 0.92986 5.17064 1.07117 0.0 0.0 0.0
C -0.27488 5.60854 1.91609 0.0 0.0 0.0
C 2.15797 5.15107 1.98558 0.0 0.0 0.0
C 1.16228 6.23302 -0.01588 0.0 0.0 0.0
C 2.40333 -0.74844 1.11855 0.0 0.0 0.0
C 0.96530 -0.67192 1.56740 0.0 0.0 0.0
C 0.55030 0.39273 2.34808 0.0 0.1 0.0
C -0.71474 0.45499 2.91452 0.0 0.0 0.0
C -1.56373 -0.62706 2.66744 0.0 0.0 -0.1
C -1.20314 -1.74005 1.92313 0.0 0.0 0.1
C 0.11701 -1.79983 1.34698 0.0 0.0 0.3
O 0.52898 -2.80990 0.67154 0.3 -0.3 0.5
C -2.12506 -2.96793 1.84670 0.0 0.0 0.0
C -1.43297 -4.12986 2.57653 0.0 0.0 0.0
C -2.41601 -3.40406 0.40258 0.0 0.1 0.1
C -3.47921 -2.72941 2.52242 0.0 0.0 0.0
C -1.20082 1.63905 3.74551 0.0 0.0 0.0
C -1.78857 1.15945 5.07993 0.0 0.0 0.0
C -2.27891 2.40357 2.96773 0.0 0.0 0.0
C -0.06219 2.60989 4.05664 0.0 0.0 0.0
H 3.89138 -3.76261 -3.45576 0.0 0.0 0.0
H 5.08433 -2.54242 -2.98067 0.0 0.0 0.0
H 3.35021 -2.15580 -2.94744 0.0 0.0 0.0
H 2.56330 -4.86643 -1.76712 0.0 0.0 0.0
H 1.94234 -3.30173 -1.18273 0.0 0.0 0.0
H 2.72800 -4.38756 -0.07227 0.0 0.0 0.0
H 5.60527 -2.46794 -0.44491 0.0 0.0 0.0
H 4.23840 -2.88168 0.57170 0.0 0.0 0.0
H 4.38228 -0.67011 -1.53475 0.0 0.0 0.0
H 4.77217 -0.45986 0.15788 0.0 0.0 0.0
H 2.85471 0.77975 -1.84104 0.0 0.0 0.0
H 3.58385 1.32691 -0.31220 0.0 0.0 0.0
H 2.65299 2.98511 0.75507 0.0 0.0 0.0
H -1.30238 4.27764 -0.18035 0.0 0.0 0.0
H -2.12339 4.39705 -2.36141 0.0 0.0 0.0
H -3.25066 3.35099 -3.24672 0.0 0.0 0.0
H -1.51019 3.23879 -3.54728 0.0 0.0 0.0
H -3.17614 3.52273 -0.15469 0.0 0.0 0.0
H -3.16980 1.78543 0.14849 0.0 0.0 0.0
H -4.22099 2.46195 -1.10386 0.0 0.0 0.0
H -1.79155 0.73195 -3.15775 0.0 0.0 0.0
H -3.48635 0.96086 -2.69845 0.0 0.0 0.0
H -2.37032 0.15568 -1.60519 -0.1 0.0 0.0
H -0.49687 4.88294 2.69841 0.0 0.0 0.0
H -1.17217 5.72456 1.30877 0.0 0.0 0.0
H -0.06948 6.57492 2.38789 0.0 0.0 0.0
H 2.07136 4.38096 2.75306 0.0 0.0 0.0
H 2.26647 6.12000 2.48241 0.0 0.0 0.0
H 3.07338 4.96274 1.42375 0.0 0.0 0.0
H 0.29537 6.29604 -0.67540 0.0 0.0 0.0
H 2.02572 5.96919 -0.62921 0.0 0.0 0.0
H 1.33477 7.22018 0.42662 0.0 0.0 0.0
H 2.99642 -0.01220 1.69938 0.0 0.0 0.0
H 2.75387 -1.74506 1.39707 0.0 0.0 0.0
H 1.25709 1.20063 2.49267 0.0 0.0 0.0
H -2.55886 -0.59420 3.09303 0.0 0.0 0.0
H -0.46636 -4.32956 2.11758 0.0 0.0 0.0
H -2.05090 -5.03201 2.52053 0.0 0.0 0.0
H -1.28176 -3.87950 3.62989 0.0 0.0 0.0
H -1.48588 -3.64594 -0.10086 -0.1 -0.2 0.1
H -2.94334 -2.63184 -0.16347 0.0 0.0 0.0
H -3.04484 -4.29891 0.39816 0.0 0.0 0.0
H -3.37533 -2.51252 3.58784 0.0 0.0 0.0
H -4.08770 -3.63209 2.42316 0.0 0.0 0.0
H -4.02463 -1.90725 2.05536 0.0 0.0 0.0
H -2.65765 0.51902 4.92995 0.0 0.0 0.0
H -2.10448 2.01447 5.68615 0.0 0.0 0.0
H -1.04733 0.58853 5.64267 0.0 0.0 0.0
H -3.12554 1.75381 2.73959 0.0 0.0 0.0
H -1.87594 2.76555 2.02113 0.0 0.0 0.0
H -2.64746 3.25878 3.54489 0.0 0.0 0.0
H 0.73461 2.11975 4.62068 0.0 0.0 0.0
H -0.43917 3.44889 4.64984 0.0 0.0 0.0
H 0.36770 3.00885 3.13864 0.0 0.0 0.0
O 2.25889 -5.78123 -4.34086 -0.1 -0.1 0.0
C 0.95917 -5.75495 -3.94366 0.1 0.2 0.2
O 0.58103 -6.35306 -2.97713 0.0 -0.1 -0.1
C 0.10971 -4.89948 -4.86023 0.1 -0.1 -0.1
O -0.72284 -4.07913 -4.10850 0.0 0.0 0.0
C -1.62961 -3.38625 -4.97135 0.0 0.0 -0.1
C -2.66684 -2.50720 -4.23062 0.0 0.0 -0.1
O -3.42969 -1.91965 -5.01750 -0.1 0.0 -0.1
O -2.62470 -2.49128 -2.98909 -0.1 -0.1 0.1
H 2.71897 -6.32705 -3.68385 0.0 0.0 0.0
H -0.47224 -5.60370 -5.48074 0.0 0.1 0.0
H 0.76269 -4.32796 -5.53485 0.0 0.0 0.1
H -2.17847 -4.12298 -5.57356 0.0 0.0 0.0
H -1.05906 -2.74814 -5.65838 0.0 0.0 0.0
```
Forces are in eV/Å.

LUMO level (Ha): 0.1384
Total charge: -2
E_HOMO (Eh): -0.0508
HOMO-LUMO gap (eV): 5.146

***

Computed M (g mol⁻¹) in order:
870.31 741.37